An isolated molecule of C19H23FN2, computed with ωB97M-V with the def2-TZVPD basis set.

SMILES = Fc1ccc(CNC2CCN(Cc3ccccc3)CC2)cc1
LUMO = 0.82 eV
frontier orbital gap = 9.19 eV
electronic energy = -947.1805 hartree

```
45
Properties=species:S:1:pos:R:3:forces:R:3
F 6.418178 2.614996 -0.199858 -0.07 -0.08 0.02
C 5.623325 1.535545 -0.025733 -0.04 -0.11 -0.05
C 4.867824 1.435506 1.128920 0.16 0.12 -0.10
C 4.060751 0.327044 1.298777 0.07 -0.05 -0.12
C 4.001513 -0.666448 0.327631 0.03 -0.07 -0.06
C 3.114064 -1.864512 0.543404 0.00 -0.17 -0.01
N 1.829796 -1.457492 1.086560 -0.05 -0.19 0.17
C 0.998094 -0.665616 0.193582 -0.36 -0.14 0.14
C 0.361370 -1.457096 -0.958652 0.13 0.37 -0.03
C -0.539123 -0.530120 -1.785873 0.08 -0.22 -0.09
N -1.574750 0.123834 -1.015502 -0.13 -0.04 -0.14
C -2.684457 -0.735866 -0.641298 0.08 0.00 -0.08
C -3.866092 0.084552 -0.195406 -0.07 -0.07 0.08
C -4.593486 -0.257895 0.935271 0.08 -0.03 -0.07
C -5.687114 0.497331 1.323730 -0.12 0.02 0.08
C -6.059889 1.607869 0.587621 -0.09 0.03 0.08
C -5.335443 1.959195 -0.539989 -0.02 0.05 -0.06
C -4.247804 1.200739 -0.930274 -0.01 -0.03 0.00
C -1.001812 0.856526 0.097231 0.02 0.02 0.27
C -0.111667 0.001649 1.008579 0.11 0.20 -0.41
C 4.766339 -0.535405 -0.823091 -0.09 0.00 0.18
C 5.586535 0.564314 -1.007648 0.14 0.26 0.07
H 4.920309 2.214573 1.873030 0.03 0.09 0.06
H 3.453812 0.222464 2.184205 -0.08 0.02 0.11
H 3.584223 -2.520189 1.285006 -0.05 -0.04 -0.13
H 3.033579 -2.433823 -0.398199 0.08 0.06 0.10
H 1.312173 -2.270666 1.405085 0.05 0.09 0.02
H 1.641497 0.115699 -0.229623 -0.09 0.01 -0.01
H 1.132207 -1.879060 -1.606275 0.01 -0.09 -0.02
H -0.229201 -2.282866 -0.551432 0.02 -0.07 0.04
H -1.009017 -1.087919 -2.600279 0.04 0.07 -0.03
H 0.080532 0.257809 -2.228226 0.02 -0.05 -0.07
H -2.429951 -1.464628 0.145876 -0.07 -0.01 -0.07
H -2.971485 -1.303174 -1.534120 0.08 -0.05 0.08
H -4.305127 -1.122522 1.517494 0.06 -0.08 0.05
H -6.246285 0.219129 2.205368 -0.04 -0.01 0.07
H -6.911133 2.198979 0.892092 -0.06 0.05 0.03
H -5.622140 2.826576 -1.116758 -0.02 0.07 -0.05
H -3.671982 1.468810 -1.802816 0.07 0.05 -0.09
H -1.817725 1.298404 0.673261 0.09 0.10 -0.03
H -0.401735 1.669629 -0.324542 -0.01 0.06 0.08
H 0.330164 0.625592 1.785087 0.02 -0.01 0.08
H -0.710773 -0.767585 1.500756 -0.02 -0.09 0.09
H 4.725213 -1.299466 -1.586033 -0.03 -0.08 -0.08
H 6.186682 0.675591 -1.896924 0.07 0.05 -0.08
```
Forces are in eV/Å.



A structure of composition C19H23GaN5O in a non-equilibrium geometry, computed with ωB97M-V with the def2-TZVPD basis set.

charge = +1
LUMO = -3.99 eV
frontier orbital gap = 6.82 eV
electronic energy = -3011.4720 hartree

```
49
Properties=species:S:1:pos:R:3:forces:R:3
Ga 1.175703 -0.270459 -0.420260 0.57 -0.39 0.12
N 3.581790 2.755729 -1.674597 0.16 0.21 0.05
C 3.753303 3.149094 -0.359862 -0.08 0.02 -0.09
C 3.083626 2.239696 0.393107 0.26 -0.27 -0.06
N 2.537481 1.290957 -0.447978 -0.53 0.20 0.31
C 2.844710 1.640704 -1.680139 0.19 0.05 -0.08
C 2.360903 0.786757 -2.748108 0.14 0.05 -0.14
N 1.589256 -0.223212 -2.406007 -0.60 -0.24 0.10
C 1.262228 -0.907831 -3.560554 0.09 -0.02 0.20
C 1.871436 -0.293558 -4.605246 0.06 0.13 0.02
N 2.562674 0.778644 -4.067899 -0.01 -0.03 -0.33
H 3.946277 3.246592 -2.473283 0.03 0.01 -0.06
H 4.311587 4.031754 -0.082398 -0.08 -0.18 -0.11
H 2.995973 2.183105 1.465218 0.03 0.02 -0.14
H 0.638302 -1.785664 -3.554868 0.03 0.08 0.04
H 1.871553 -0.516250 -5.662274 0.04 0.08 0.19
H 3.122990 1.424106 -4.597976 0.05 0.05 -0.03
C -3.217633 -2.668013 -0.828225 -0.06 0.05 -0.07
C -1.784572 -2.716442 -0.282916 -0.15 0.26 -0.09
C -0.818750 -2.503872 -1.441851 0.09 -0.07 0.11
C -1.692364 -1.828330 0.965119 0.12 -0.18 0.00
C -2.330077 -2.372190 2.077531 0.05 -0.24 0.02
C -2.428721 -1.691054 3.272463 -0.03 0.03 0.01
C -1.919840 -0.411105 3.345924 0.08 0.02 0.22
C -1.274307 0.195833 2.271223 0.15 0.02 0.15
C -0.871643 1.649805 2.539443 -0.18 0.03 -0.28
C 0.134319 2.314643 1.606810 -0.15 -0.06 0.16
C -2.133391 2.518469 2.611778 -0.02 0.09 -0.05
C -1.120868 -0.551231 1.093173 -0.40 0.08 -0.18
O -0.517201 0.034255 -0.015907 -0.08 0.29 -0.10
H -3.332808 -3.362883 -1.666342 0.00 0.08 0.07
H -3.457931 -1.658092 -1.179906 0.02 -0.11 0.03
H -3.944698 -2.939224 -0.063733 0.00 0.04 -0.01
H -1.595751 -3.730137 0.070205 -0.04 -0.10 0.07
H -0.913546 -1.515033 -1.882508 -0.15 0.10 -0.05
H -1.032421 -3.247585 -2.214625 0.03 0.04 0.02
H 0.207328 -2.676678 -1.119115 0.23 0.00 -0.01
H -2.754118 -3.371951 1.995534 0.08 0.16 0.00
H -2.902756 -2.147656 4.131596 -0.01 0.03 -0.04
H -2.016417 0.148930 4.274321 0.02 -0.08 -0.13
H -0.410888 1.649093 3.528065 -0.01 -0.02 0.13
H -0.246056 2.409466 0.592958 -0.03 0.02 -0.07
H 1.056309 1.745922 1.587731 0.03 -0.15 0.04
H 0.371758 3.313664 1.983402 0.00 -0.06 -0.01
H -2.637342 2.540165 1.639328 0.05 0.00 0.10
H -1.870926 3.544269 2.887177 -0.04 -0.06 -0.04
H -2.841628 2.142854 3.350353 0.02 0.00 -0.06
N 2.653913 -2.618626 0.940453 -0.40 0.81 -0.51
C 2.133238 -1.727430 0.413666 0.44 -0.79 0.56
```
Forces are in eV/Å.



A structure of composition C19H23IrN6S in a non-equilibrium geometry, computed with ωB97M-V with the def2-TZVPD basis set.

multiplicity = 6
charge = +3
LUMO (spin up / spin down) = -10.43 / -12.77 eV
frontier orbital gap (spin up / spin down) = 7.16 / 5.64 eV
<S²> = 8.808
electronic energy = -1567.6830 hartree

```
50
Properties=species:S:1:pos:R:3:forces:R:3
Ir -0.233332 0.570749 -0.461920 -0.55 -1.43 2.08
C 0.230668 0.664136 3.522898 -0.66 2.05 0.21
C 0.708584 1.114059 2.180327 -1.28 0.49 -0.12
C 1.547588 0.276599 1.457702 0.56 -0.88 -0.05
C 2.188206 0.679425 0.267482 0.30 0.30 -0.72
C 3.196688 -0.241841 -0.416350 -1.61 0.01 0.51
C 1.858549 1.963643 -0.248940 -0.39 -0.47 0.64
C 0.998479 2.852471 0.470678 0.96 -1.09 0.35
C 0.934955 4.260769 0.053543 -1.61 0.24 0.23
C 0.347537 2.376667 1.651892 1.34 -0.30 -0.55
H -0.701823 0.120351 3.587593 0.08 -0.91 -0.45
H -0.083799 1.573851 4.071456 0.64 -0.31 0.09
H 1.066976 0.210098 4.008035 0.14 -0.57 0.71
H 1.763646 -0.714475 1.898324 0.05 0.62 -0.42
H 4.212124 -0.082129 -0.072463 0.09 -0.02 0.08
H 3.117231 -0.135648 -1.480889 0.35 0.33 -0.62
H 2.836134 -1.251373 -0.211138 0.58 -0.19 0.19
H 2.293517 2.298722 -1.183248 0.21 0.09 0.13
H 0.565921 4.341368 -0.982000 0.12 0.20 0.35
H 1.871288 4.790031 0.150024 0.48 -0.10 -0.06
H 0.236964 4.711897 0.765498 -0.01 0.55 -0.55
H -0.267005 3.044397 2.243212 -0.07 0.09 -0.10
N 0.453357 1.941217 -4.524838 -0.21 0.22 -0.83
C 0.081937 1.323916 -3.448162 -0.27 -0.43 0.28
S -0.958768 1.991572 -2.225099 0.22 0.41 -1.29
N 0.484128 0.012290 -3.462760 0.26 -0.33 -0.65
N 0.299245 -0.590755 -2.359788 -0.37 -0.74 1.90
C 0.443291 -1.910327 -2.330525 -0.35 0.41 0.76
C 0.236406 -2.684814 -1.153219 -0.37 -0.35 0.81
C 0.453813 -4.094812 -1.224197 -0.45 1.48 1.19
C 0.272996 -4.841783 -0.036234 -0.10 -1.19 -0.41
C -0.137085 -4.140598 1.082576 -0.05 -0.50 1.68
C -0.330068 -2.740648 1.086646 -0.22 0.25 0.47
N -0.189444 -2.028245 0.011622 1.22 0.48 -2.51
H 0.070463 2.869810 -4.586785 0.35 0.52 -0.84
H 0.870304 1.427799 -5.344351 -0.52 0.84 1.15
H 0.655578 -2.378392 -3.250070 0.41 -0.67 -1.05
H 0.749893 -4.465826 -2.185402 0.15 -0.60 -0.13
H 0.399499 -5.983995 0.016152 -0.10 2.02 -0.22
H -0.299754 -4.625478 2.077225 0.19 0.14 -1.17
H -0.603583 -2.157823 1.986423 0.05 -0.76 -0.38
N -2.731906 0.585485 1.692267 -0.50 -0.51 -1.84
C -3.973969 0.115619 1.796595 -1.45 -0.02 2.94
C -4.305528 -0.581324 0.667459 0.83 0.07 -0.59
C -3.209981 -0.405782 -0.167357 -0.50 -0.26 -0.65
N -2.285534 0.365084 0.429695 1.35 -0.61 -1.27
H -2.316359 1.318067 2.189092 0.48 1.07 1.03
H -4.530911 0.271415 2.765504 0.60 -0.21 -1.38
H -5.152977 -1.161786 0.406933 -0.72 -0.19 0.21
H -3.134152 -0.853649 -1.181114 0.37 0.74 0.87
```
Forces are in eV/Å.



> Which formula does entry 3 have?

C19H23IrN6S